Model a:
Formula: C5H13NO2
Source: the OMol25 dataset
Level of theory: wB97M-V/def2-TZVPD

Computed properties:
* HOMO energy: -0.3006 hartree

CARTESIAN COORDINATES (ANGSTROEM)
C: 0.99 -0.38 -0.49
C: -0.02 0.13 0.39
C: -1.40 -0.56 -0.63
C: -0.12 -0.39 1.80
C: -2.37 0.54 -1.01
N: 2.22 0.78 0.35
O: 2.83 1.42 -0.80
O: 1.37 -1.69 -0.47
H: 2.69 2.36 -0.70
H: 1.37 -2.01 0.44
H: 2.93 0.10 0.63
H: 0.98 -0.01 -1.51
H: -0.12 1.21 0.30
H: -1.85 -1.24 0.09
H: -1.16 -1.18 -1.49
H: 0.73 -0.04 2.39
H: -0.14 -1.49 1.82
H: -1.04 -0.05 2.26
H: -1.99 1.14 -1.84
H: -3.34 0.15 -1.35
H: -2.55 1.20 -0.16

***

Model b:
Formula: C5H13NO2
Source: the OMol25 dataset
Level of theory: wB97M-V/def2-TZVPD

Computed properties:
* HOMO energy: -0.2951 hartree
* SMILES string: C=C(N)CCCO.O

CARTESIAN COORDINATES (ANGSTROEM)
C: 0.46 -0.55 -2.43
O: 1.85 -0.19 -2.53
C: -0.34 0.17 -1.35
C: 0.38 0.55 -0.01
C: 0.76 -0.67 0.76
C: 1.88 -1.37 0.60
N: -0.21 -1.10 1.65
H: 0.06 -0.25 -3.41
H: 0.36 -1.63 -2.34
H: 2.14 0.14 -1.67
H: -1.20 -0.47 -1.09
H: -0.75 1.09 -1.77
H: -0.34 1.22 0.46
H: 1.23 1.14 -0.33
H: 2.68 -1.06 -0.05
H: 2.12 -2.27 1.13
H: -1.02 -0.53 1.86
H: -0.19 -2.04 1.98
H: -3.81 3.05 2.47
H: -2.67 2.54 3.33
O: -3.37 2.23 2.74

***

Verdict on stability: model a comes out at the bottom.